DFT (ωB97M-V/def2-TZVPD) results for C8H7NO4 as an isolated structure at a distorted geometry.

Calculated values
**ΔE to the lowest compared entry with this formula, charge and spin**: 690.7 kJ/mol
**Orbital gap**: 7.7 eV
**LUMO**: -0.34 eV

Element x y z (Å)
C -0.918 1.349 0.066
C 0.101 2.243 -0.073
C 1.426 1.789 -0.113
C 1.678 0.404 0.044
C 2.593 -1.654 -0.093
C 0.707 -0.445 0.097
C -0.567 -0.055 0.080
C -1.796 -1.183 0.015
H -2.646 1.056 0.038
H -0.036 3.424 -0.060
H 2.330 2.747 0.019
H 2.929 -2.009 0.699
H 2.890 -2.020 -0.853
H -1.552 -2.233 -0.814
H -2.072 -1.398 1.154
N -3.065 -0.678 -0.201
O -2.142 1.852 0.020
O 2.967 -0.193 -0.071
O 1.170 -1.707 0.082
O -3.995 -1.289 -0.037